Below is a molecular structure, C29H26BCl7N11O3Ta, with properties calculated with wB97M-V/def2-TZVPD.

multiplicity = 2
net charge = +1
gap between HOMO and LUMO (spin up / spin down) = 7.216 / 7.195 eV
energy above the lowest of the compared OMol25 structures with the same formula, charge and spin = 1099.9 kJ/mol

XYZ file:
```
78
Properties=species:S:1:pos:R:3:forces:R:3
Ta 0.3995 0.7349 1.1145 -0.5 -0.2 -0.2
C 2.0223 -2.7685 1.6543 0.0 0.0 0.0
C 0.5494 -2.5585 1.7029 0.0 0.0 0.0
C -0.3750 -3.4891 2.1636 0.0 0.0 0.0
C -1.6055 -2.8844 2.0251 0.0 0.0 0.0
N -1.4260 -1.6723 1.4974 0.0 0.0 0.0
N -0.0865 -1.4494 1.2959 0.0 0.0 -0.1
B -2.4722 -0.6370 1.0186 0.0 0.0 0.0
N -2.0745 -0.2647 -0.4162 0.0 0.0 0.0
C -2.7605 -0.4357 -1.5463 0.0 0.0 0.0
C -2.0179 0.0985 -2.5786 0.0 0.0 0.0
C -0.8569 0.5997 -1.9912 0.0 0.0 0.0
C 0.1952 1.3774 -2.7013 0.0 0.0 0.0
N -0.8932 0.3486 -0.6658 0.0 0.0 0.0
N -2.3869 0.6629 1.8844 0.0 0.1 0.0
C -3.1319 0.9937 2.9455 0.0 0.1 0.0
C -2.7988 2.2687 3.3535 0.0 0.0 0.0
C -1.7787 2.6779 2.4967 0.0 0.0 0.0
C -1.0641 3.9836 2.4623 0.0 0.0 0.0
N -1.5238 1.6999 1.6151 0.1 0.0 0.0
N -3.8841 -1.1580 1.0290 0.0 0.0 0.0
C -5.0228 -0.4156 0.9260 0.0 0.0 0.0
C -6.0376 -1.2489 0.5518 0.0 0.0 0.0
C -5.4285 -2.5199 0.4119 0.0 0.0 0.0
C -6.0646 -3.8119 0.0217 0.0 0.0 0.0
N -4.1385 -2.4521 0.6791 0.0 0.0 0.0
H 2.2275 -3.8374 1.6745 0.0 0.0 0.0
H 2.5021 -2.3260 2.5282 0.0 0.0 0.0
H 2.4581 -2.3724 0.7406 0.0 0.0 0.0
H -0.1659 -4.4779 2.5320 0.0 0.0 0.0
H -2.5992 -3.2484 2.2137 0.0 0.0 0.0
H -3.7232 -0.9205 -1.5366 0.0 0.0 0.0
H -2.2776 0.1397 -3.6221 0.0 0.0 0.0
H 0.0877 1.2226 -3.7743 0.0 0.0 0.0
H 1.1956 1.1081 -2.3812 0.0 0.0 0.0
H 0.0725 2.4416 -2.5009 0.0 -0.1 0.0
H -3.8781 0.3140 3.3220 0.0 0.0 0.0
H -3.2410 2.8341 4.1551 0.0 0.0 0.0
H -1.7920 4.7943 2.4734 0.0 0.0 0.0
H -0.4514 4.0741 1.5672 0.0 0.0 0.0
H -0.4144 4.0903 3.3292 0.0 0.0 0.0
H -5.0266 0.6449 1.1158 0.0 0.0 0.0
H -7.0729 -0.9925 0.4055 0.0 0.0 0.0
H -6.9053 -4.0453 0.6752 0.0 0.0 0.0
H -5.3379 -4.6191 0.0845 0.0 0.0 0.0
H -6.4453 -3.7662 -0.9994 0.0 0.0 0.0
Cl 0.8452 -0.9438 -6.6692 0.0 0.0 0.0
C 1.4904 -1.0622 -5.0885 0.0 0.0 0.0
C 0.8704 -1.8841 -4.1461 0.0 0.0 0.0
Cl -0.5212 -2.7868 -4.5635 0.0 0.0 0.0
C 1.3922 -1.9738 -2.8581 0.0 0.0 0.0
Cl 0.6541 -2.9578 -1.6649 0.0 0.0 0.0
C 2.5232 -1.2418 -2.5281 0.0 0.0 0.0
O 2.9674 -1.3035 -1.2180 0.1 0.1 0.0
C 3.1295 -0.3979 -3.4506 0.0 0.0 0.0
Cl 4.4560 0.5832 -2.9646 0.0 0.0 0.0
C 2.6183 -0.3159 -4.7424 0.0 0.0 0.0
Cl 3.3491 0.7283 -5.8838 0.0 0.0 0.0
N 4.2246 -1.7660 -0.9881 0.0 0.0 0.0
N 2.1632 0.2139 2.3241 -0.4 -0.2 0.2
C 2.2762 1.6387 2.8226 0.1 0.0 0.0
O 3.3088 1.9499 3.3774 0.1 0.0 0.1
O 1.2454 2.2807 2.4744 0.1 -0.1 0.1
H 4.5927 -2.0793 -1.8952 0.0 0.0 0.0
H 4.3830 0.4476 2.4815 -0.1 0.3 0.3
H 0.0909 0.3022 2.8399 0.2 0.0 0.0
Cl 1.7764 4.1809 -1.3148 0.1 0.1 0.0
C 3.1206 3.3194 -0.6657 -0.1 -0.1 0.0
C 4.3765 3.8895 -0.6763 0.0 0.0 0.0
C 5.4750 3.2615 -0.0878 0.0 0.0 0.0
C 5.3108 2.0500 0.5556 0.1 0.0 0.0
C 4.0419 1.5241 0.4805 -0.2 -0.2 -0.1
Cl 3.6342 0.0302 1.4577 0.5 0.0 -0.4
C 2.8844 2.0398 -0.1017 -0.1 -0.2 0.1
N 1.6978 1.3907 -0.0675 0.2 0.3 0.0
H 4.4962 4.8599 -1.1383 0.0 0.0 0.0
H 6.4470 3.7319 -0.1114 0.0 0.0 0.0
H 6.1294 1.5525 1.0588 0.0 0.0 0.0
```
Forces are in eV/Å.